No. 1
Entry from the Open Molecules 2025 dataset: C38H43AsN5O5PRuS5 as an isolated structure in a non-equilibrium geometry (wB97M-V/def2-TZVPD).

Orbital gap (spin up / spin down) = 0.2177 / 0.2018 Ha
HOMO (spin up / spin down) = -9.78 / -9.82 eV
E = -6786.5248 a.u.
Charge = +1
Spin multiplicity = 2
Energy above the lowest of the compared OMol25 structures with the same formula, charge and spin = 15.3 kcal/mol
LUMO level (spin up / spin down) = -3.9 / -4.3 eV
⟨S²⟩ = 0.984

The geometry in XYZ format:
```
99
Properties=species:S:1:pos:R:3:forces:R:3
H -5.5947 -5.7372 2.6460 0.0 -0.1 0.1
H -0.3427 5.7908 1.0766 0.0 0.0 0.1
H 2.1947 2.8573 -0.3210 0.0 0.1 0.0
H -1.4650 5.1686 -2.2941 0.1 0.0 0.0
C -4.4444 -1.8925 -2.3603 0.0 -0.1 -0.1
C -4.6840 2.2502 0.4488 0.0 0.1 -0.1
H -3.1970 2.1611 -1.0866 0.0 0.0 -0.1
O 1.2564 0.1725 1.5972 0.3 0.3 -2.4
H -7.0554 -2.9018 -0.2006 -0.1 0.0 0.1
C -0.6787 5.4282 2.0473 -0.1 0.3 0.0
C 3.5448 0.4948 -5.1549 -0.1 -0.4 -0.4
O 0.9486 0.7407 3.7234 0.1 0.0 0.2
C -3.1503 -6.3463 -5.4513 0.0 0.0 0.0
C -6.4107 -4.2521 1.3367 0.0 0.0 0.1
H -4.0789 -5.7402 -1.3482 0.0 0.0 0.0
C 2.4897 3.7055 -0.9343 0.1 -0.2 -0.3
C -3.1762 -2.2195 -1.5973 0.7 -0.3 0.5
H -7.0851 -3.8541 2.0793 -0.1 0.1 0.1
N -0.3216 2.2173 -1.6582 0.2 -1.7 0.4
H -2.6074 -7.0129 -6.1038 0.0 -0.1 -0.1
C -3.1021 0.8420 -3.4039 0.1 0.0 0.1
S 3.8474 -0.1036 -6.6491 -0.1 0.2 0.3
C -6.3967 -3.7241 0.0591 0.0 0.2 -0.3
C -0.5714 -2.9012 1.2397 -0.1 -0.1 0.1
H -3.4135 -2.7781 -0.6871 0.1 0.0 -0.1
H -5.6230 -0.3213 2.4153 0.0 -0.1 0.1
N -1.1864 4.2176 -2.4573 -0.1 0.0 0.1
H -5.7649 -6.3217 -3.3075 0.0 -0.1 0.0
C -4.7298 -5.3160 -0.5930 0.1 0.0 -0.2
H -4.1208 -6.6979 0.9190 0.1 -0.1 0.0
C 0.4850 -2.9915 0.1404 -0.1 0.2 0.2
H -0.1928 4.1123 4.1124 0.0 0.0 -0.1
H -0.1988 -0.8606 -2.9905 0.0 0.1 -0.2
H -1.9727 -4.6315 -5.9627 0.1 0.0 -0.1
P -2.2524 -0.6665 -1.1139 0.1 1.4 -0.8
H -0.0892 2.4923 3.4586 0.0 0.1 0.0
H -6.1330 2.0597 2.0142 0.0 0.0 0.1
H -4.8769 3.3039 0.3027 0.0 0.1 0.0
C -4.7472 -5.8499 0.6849 0.1 -0.1 0.1
C -4.1734 -0.4325 0.8493 0.2 0.0 -0.2
S 2.3914 0.3165 -1.0517 -0.8 -0.3 1.0
H -5.0367 -1.1597 -1.8042 -0.1 -0.1 -0.1
H -0.1520 2.0226 -2.6421 -0.1 0.0 0.1
H -1.0248 3.9384 -3.4081 0.0 0.0 0.0
H 1.6695 4.0458 -1.5607 0.0 0.0 0.0
N -1.1051 1.9173 1.0535 0.6 -1.9 -0.3
H -1.5185 -3.2200 0.7809 0.2 -0.1 0.1
C -2.7903 -5.0118 -5.3680 0.1 -0.1 -0.1
H -2.4897 -2.8251 -2.1973 0.0 0.0 0.1
H -4.5245 -7.8505 -4.7926 0.0 -0.1 0.0
H 0.1227 -0.0572 -5.3221 0.1 0.0 0.0
N -0.7265 3.9815 2.1065 0.0 -0.1 -0.4
As -5.6756 -3.4320 -2.7017 0.0 0.2 0.2
C -4.2216 -6.8170 -4.7089 0.0 -0.1 0.0
C -4.5408 -4.6199 -3.7587 -0.1 0.0 0.0
H -1.6091 1.3326 -6.3963 0.0 0.0 -0.1
C -5.3826 1.5554 1.4226 0.0 0.0 0.0
C -1.7452 0.9824 -5.3844 0.0 0.1 0.0
H 1.9327 -4.1150 -0.4305 -0.2 0.3 0.0
O -0.7708 -1.5853 1.7063 0.1 -0.2 -0.3
H -4.2202 -1.4525 -3.3349 -0.1 -0.1 0.1
H 2.8391 4.5193 -0.3060 0.0 0.1 0.1
C -0.8491 3.3659 -1.4494 0.2 -0.2 -0.2
C -0.1194 -1.2512 2.9269 0.5 0.8 0.4
C -0.7727 0.2015 -4.7768 0.1 0.0 -0.1
H -4.0221 1.0806 -2.8911 -0.1 0.0 0.0
C -2.1272 0.0683 -2.7844 0.0 -0.1 0.1
S 3.9248 3.3212 -1.9846 0.0 0.0 0.1
C -0.6804 3.4083 3.4423 0.0 -0.3 0.2
N -1.0625 3.8651 -0.1939 -0.2 0.5 0.3
Ru -0.0378 0.2264 -0.2742 0.2 1.8 0.9
C -3.7528 1.6048 -0.3458 0.0 -0.1 0.0
S 4.0193 2.0899 -4.6434 -0.2 -0.2 0.4
H 0.0448 5.7837 2.7813 -0.1 0.0 -0.1
C -3.4872 -4.1542 -4.5356 0.0 0.2 0.2
H -1.6832 3.2051 3.8261 0.0 0.0 0.0
C -4.9146 -5.9583 -3.8762 -0.2 0.2 0.2
C 0.7850 0.0253 2.7499 -1.3 -1.0 0.9
H -1.5088 4.7675 -0.1489 0.1 -0.1 0.0
H -0.8722 -1.0519 3.6993 0.1 -0.1 -0.2
C -2.9008 1.3062 -4.6931 -0.1 0.0 0.0
S 2.6735 -0.3853 -3.9306 0.3 0.4 0.1
C -3.5182 0.2423 -0.1796 0.1 0.0 0.2
H -1.0921 1.5156 1.9863 0.1 0.3 0.0
C -5.5549 -4.2479 -0.9180 0.0 0.1 -0.2
O 1.2632 -4.0466 0.2728 0.1 -0.4 0.2
C -0.9567 -0.2487 -3.4801 -0.1 -0.2 0.1
H -1.6526 5.8693 2.2928 0.1 0.0 -0.1
C -0.9473 3.1921 1.0316 0.1 0.3 0.1
H 0.5473 -2.0489 3.2673 -0.1 0.0 0.0
O 0.5652 -2.2098 -0.7809 0.1 0.5 0.0
H -3.9416 -1.4685 1.0461 -0.1 -0.2 0.0
H -0.3216 -3.5927 2.0507 -0.1 0.1 -0.1
C 2.8279 0.8038 -2.6254 -0.3 0.2 -0.8
H -3.6665 1.9012 -5.1649 -0.1 0.1 -0.1
H -3.2117 -3.1065 -4.5040 0.1 0.0 0.0
C -5.1069 0.2153 1.6349 -0.1 0.1 0.1
C -5.5825 -5.3167 1.6519 0.0 0.0 0.1
C 3.4420 1.9698 -2.9911 -0.1 -0.1 0.2
```
Forces are in eV/Å.

List of Löwdin charges in e, atom by atom:
1. H 0.105
2. H 0.084
3. H -0.012
4. H 0.110
5. C -0.427
6. C -0.072
7. H 0.081
8. O -0.173
9. H 0.095
10. C -0.037
11. C -1.488
12. O 0.039
13. C -0.080
14. C -0.088
15. H 0.096
16. C -0.393
17. C -0.355
18. H 0.104
19. N 0.100
20. H 0.106
21. C -0.108
22. S 0.582
23. C -0.139
24. C -0.104
25. H 0.053
26. H 0.110
27. N 0.185
28. H 0.105
29. C -0.118
30. H 0.105
31. C -0.477
32. H 0.099
33. H 0.071
34. H 0.105
35. P 1.052
36. H 0.060
37. H 0.110
38. H 0.107
39. C -0.082
40. C -0.093
41. S 0.691
42. H 0.060
43. H 0.066
44. H 0.113
45. H 0.017
46. N 0.122
47. H 0.132
48. C -0.082
49. H 0.085
50. H 0.108
51. H 0.088
52. N -0.127
53. As 1.321
54. C -0.078
55. C -0.426
56. H 0.111
57. C -0.068
58. C -0.067
59. H 0.156
60. O -0.198
61. H 0.048
62. H 0.037
63. C -0.537
64. C -0.084
65. C -0.078
66. H 0.104
67. C -0.397
68. S 0.865
69. C -0.014
70. N 0.152
71. Ru 0.987
72. C -0.123
73. S 0.922
74. H 0.098
75. C -0.123
76. H 0.107
77. C -0.137
78. C -0.675
79. H 0.135
80. H 0.134
81. C -0.069
82. S 0.878
83. C -0.377
84. H 0.061
85. C -0.427
86. O 0.169
87. C -0.145
88. H 0.104
89. C -0.390
90. H 0.136
91. O -0.024
92. H 0.101
93. H 0.142
94. C -1.089
95. H 0.110
96. H 0.087
97. C -0.064
98. C -0.085
99. C -0.978

=====

No. 2
Entry from the Open Molecules 2025 dataset: an isolated ion of composition C8H19N2O2 and charge +1 in a non-equilibrium geometry (wB97M-V/def2-TZVPD).

Orbital gap = 0.3700 Ha
SMILES = CC1(C)C(C)(C)[C@@](N)([NH3+])C1(O)O
HOMO = -13.06 eV
E = -575.8487 a.u.
Charge = +1
Energy above the lowest of the compared OMol25 structures with the same formula, charge and spin = 59.3 kcal/mol
LUMO level = -3.0 eV

The geometry in XYZ format:
```
31
Properties=species:S:1:pos:R:3:forces:R:3
H 1.7011 0.9476 2.0519 -0.2 -2.5 -0.9
H -0.2898 0.8158 -1.8780 0.7 2.1 -0.1
H -0.5018 2.7832 1.5033 0.6 -0.9 -1.8
H -2.3321 0.7680 1.9064 -0.2 0.4 -0.1
C -1.4588 0.0966 0.2778 2.9 3.1 0.6
C -0.5538 -2.2133 0.7200 4.5 0.6 3.2
O -1.8537 -0.0046 1.5986 0.1 -0.3 -0.9
N -0.2290 1.7848 -1.3967 -5.3 -4.5 -0.8
H 0.4843 2.3587 -1.6997 1.9 1.6 -1.0
C 0.8574 0.0070 0.2359 -1.1 -1.0 -1.3
H -3.1843 0.0082 -0.4552 -4.1 -2.3 0.8
C 1.3314 -0.1168 1.6547 -1.0 3.0 2.3
H 0.5690 -2.6058 0.6477 -2.4 0.1 0.6
C -0.4165 -0.9455 -0.0646 0.2 -0.7 -1.3
H -0.6637 -0.5541 -2.3759 0.5 -1.4 1.3
H -1.1613 -2.8726 0.2583 -2.0 -2.3 -1.5
C -0.0290 1.2859 0.0415 -2.6 -0.4 0.9
O -2.4200 0.4413 -0.6247 3.3 2.3 -1.0
C -0.3955 -1.3758 -1.5836 1.0 -0.8 -2.7
N 0.1797 2.4721 0.7430 -0.5 1.9 3.2
H 2.7105 -1.1399 -0.4568 -1.4 2.8 -0.2
C 2.0698 -0.1226 -0.6737 2.2 0.0 1.5
H 0.7068 -1.7432 -1.8873 -2.6 0.8 0.8
H -1.2878 2.1611 -1.6663 3.4 -0.7 1.5
H 2.0611 -0.8805 1.8531 0.4 -0.2 -0.2
H 2.6373 0.8719 -0.3945 -0.2 -2.2 -0.8
H 1.0638 2.6375 1.2382 -0.1 -0.6 -0.8
H 1.8859 -0.1557 -1.7289 -0.2 0.3 -0.5
H -0.8916 -2.1555 1.8301 0.9 0.2 -2.0
H 0.4617 -0.2916 2.3213 0.5 -0.1 -0.3
H -1.0512 -2.2623 -1.9962 0.9 1.7 1.6
```
Forces are in eV/Å.

List of Löwdin charges in e, atom by atom:
1. H 0.127
2. H 0.116
3. H 0.139
4. H 0.129
5. C -0.400
6. C -0.022
7. O 0.085
8. N 0.213
9. H 0.115
10. C -0.445
11. H 0.079
12. C -0.039
13. H 0.150
14. C -0.410
15. H 0.093
16. H 0.036
17. C -0.313
18. O 0.107
19. C -0.031
20. N 0.079
21. H 0.159
22. C -0.052
23. H 0.125
24. H 0.252
25. H 0.088
26. H 0.134
27. H 0.093
28. H 0.042
29. H 0.131
30. H 0.091
31. H 0.130